# 1
Formula: C16H31ClF3NS2Si
Source: the OMol25 dataset
Level of theory: ωB97M-V with the def2-TZVPD basis set

For the HOMO-LUMO gap, the calculation gives 8.237 eV. Its molar mass is 422.10 g mol⁻¹. The calculation puts the HOMO energy at -8.44 eV. The lowest unoccupied orbital energy is -0.201 eV. The SMILES is CCCCN(CCCC[Si@H](C[C@H](C)Cl)C(F)(F)F)C(=S)SCCC. The multiplicity is 1. Its total charge is 0.

Positions of all 55 atoms, in Å:
1 C -2.94008 2.20319 2.58255
2 C -1.93488 3.29318 2.16091
3 C -1.24781 2.97799 0.82622
4 C 0.05699 2.23395 1.12757
5 N 0.99217 2.19967 -0.01170
6 C 0.83084 1.03330 -0.91631
7 C -0.47017 0.99074 -1.71862
8 C -1.39015 -0.22213 -1.43875
9 C -1.56157 -0.60990 0.02722
10 Si -2.40697 -2.29515 0.21790
11 C -1.07425 -3.62468 0.00016
12 C -0.41748 -4.02629 1.30334
13 C 0.37613 -2.90709 1.95827
14 Cl 0.75199 -5.37268 0.92428
15 C -3.82178 -2.49703 -1.07539
16 F -4.70520 -3.41176 -0.68090
17 F -4.49530 -1.39020 -1.33050
18 F -3.31847 -2.93464 -2.23012
19 C 2.31584 2.11830 0.41073
20 S 2.82008 1.35002 1.75179
21 S 3.53545 2.91062 -0.63863
22 C 4.64957 1.52032 -1.03488
23 C 4.34893 0.90805 -2.41845
24 C 3.76241 -0.51485 -2.35088
25 H -2.42955 1.44618 3.16772
26 H -3.66956 2.65715 3.24613
27 H -3.40622 1.74398 1.72068
28 H -2.41062 4.26670 2.13449
29 H -1.20461 3.34039 2.96197
30 H -1.01056 3.87902 0.27050
31 H -1.91673 2.37010 0.23016
32 H 0.53881 2.82409 1.89415
33 H -0.12883 1.26065 1.57633
34 H 1.03009 0.10608 -0.37450
35 H 1.64103 1.11397 -1.63193
36 H -1.01927 1.91720 -1.66552
37 H -0.18944 0.89951 -2.76438
38 H -1.07508 -1.05724 -2.06046
39 H -2.37489 0.05845 -1.80193
40 H -0.62585 -0.71577 0.56589
41 H -2.14859 0.11959 0.57206
42 H -2.89161 -2.35488 1.61597
43 H -0.29426 -3.32638 -0.69639
44 H -1.55428 -4.51275 -0.40796
45 H -1.10725 -4.44015 2.02788
46 H -0.34017 -2.20557 2.38308
47 H 1.09173 -3.27249 2.67827
48 H 0.89164 -2.37465 1.16397
49 H 4.52478 0.73647 -0.30078
50 H 5.67928 1.84280 -0.96361
51 H 3.67535 1.55417 -2.96500
52 H 5.26332 0.85716 -2.99899
53 H 2.82855 -0.60186 -2.89663
54 H 3.53751 -0.82460 -1.33540
55 H 4.43899 -1.24025 -2.79157

Forces on atoms 1 to 6 (eV/Å):
C 0.5 0.7 0.3
C -0.4 -0.5 -0.1
C 0.4 -0.3 0.6
C -0.3 0.6 -0.3
N -0.1 -0.6 0.4
C -0.1 0.7 -0.8

Atomic partial charges in e from the Mulliken method, atoms 1 to 5:
1. C -1.0693
2. C -0.7714
3. C -0.4708
4. C -0.9280
5. N 0.0076

=====

# 2
Formula: C5H15N3O
Source: the OMol25 dataset
Level of theory: ωB97M-V with the def2-TZVPD basis set

For the HOMO-LUMO gap, the calculation gives 10.637 eV. Its molar mass is 133.19 g mol⁻¹. The calculation puts the HOMO energy at -18.37 eV. The lowest unoccupied orbital energy is -7.731 eV. The SMILES is C[NH2+]C[C@](C)(N)C(=[NH2+])O. The multiplicity is 1. Its total charge is +2.

Positions of all 24 atoms, in Å:
1 C -2.25107 1.48719 -1.59251
2 N -1.44753 0.24608 -1.40854
3 C -0.30849 0.60064 -0.42335
4 C 0.41474 -0.22048 0.70733
5 C -0.25602 -1.69606 0.81410
6 N 0.29734 0.26066 2.04644
7 C 1.82545 -0.48754 0.20484
8 N 2.78615 -0.56713 1.14971
9 O 1.98094 -0.49185 -1.09403
10 H -1.66148 2.41049 -1.21980
11 H -2.43978 1.70652 -2.69281
12 H -3.13641 1.48450 -1.02439
13 H -1.09650 -0.30960 -2.17964
14 H -2.07693 -0.51125 -1.00866
15 H -0.99464 1.23576 0.12641
16 H 0.38414 1.14313 -1.10058
17 H -0.38656 -2.19940 -0.13822
18 H 0.50064 -2.25048 1.34045
19 H -1.14172 -1.54639 1.31480
20 H -0.37899 -0.24910 2.48455
21 H 0.24324 1.24965 2.20528
22 H 3.76301 -0.53102 0.92440
23 H 2.48369 -0.24683 2.04449
24 H 2.89677 -0.51751 -1.48026

Forces on atoms 1 to 6 (eV/Å):
C 1.6 2.8 -2.6
N -0.4 -3.3 1.9
C -0.8 1.7 0.4
C -1.6 -2.6 -2.1
C 3.0 1.0 -1.8
N 2.7 1.2 -2.1

Atomic partial charges in e from the Mulliken method, atoms 1 to 5:
1. C -0.8231
2. N -0.0993
3. C -1.5304
4. C 1.2813
5. C -1.8631

=====

# 3
Formula: C72H162N5O32S9
Source: the OMol25 dataset
Level of theory: ωB97M-V with the def2-TZVPD basis set

For the HOMO-LUMO gap (spin up / spin down), the calculation gives 8.761 / 8.643 eV. Its molar mass is 1898.69 g mol⁻¹. The calculation puts the HOMO energy (spin up / spin down) at -8.75 / -9.58 eV. The lowest unoccupied orbital energy (spin up / spin down) is 0.014 / -0.939 eV. The multiplicity is 6. Its total charge is 0.

Positions of all 280 atoms, in Å:
1 C 1.66160 2.29072 -7.92252
2 C 0.64266 1.20092 -7.53051
3 C 0.41118 1.54620 -6.01076
4 C -0.76804 0.76861 -5.38791
5 C -1.97925 1.05556 -6.16204
6 C -1.85124 0.63068 -7.63868
7 N -0.71486 1.31208 -8.32195
8 O -0.58588 1.29108 -9.80401
9 C -1.91395 -0.91568 -7.67417
10 C -3.18045 1.15798 -8.33700
11 C 1.39936 -0.16272 -7.67315
12 H 2.63690 2.18538 -7.44735
13 H 1.30627 3.26630 -7.59071
14 H 1.82842 2.28757 -8.99967
15 H 1.30419 1.24649 -5.46229
16 H 0.34046 2.61237 -5.79540
17 H -0.90765 1.04602 -4.34308
18 H -0.61823 -0.29975 -5.23212
19 H -2.19082 2.11082 -5.98958
20 H -2.82413 0.49180 -5.76651
21 H -2.84176 -1.37760 -7.33671
22 H -1.70870 -1.25910 -8.68809
23 H -1.22005 -1.47161 -7.04366
24 H -3.17474 0.94167 -9.40530
25 H -4.08837 0.76431 -7.88004
26 H -3.15392 2.23570 -8.17607
27 H 1.36464 -0.28944 -8.75521
28 H 0.85591 -0.97523 -7.19088
29 H 2.38514 -0.15068 -7.20819
30 C 5.62726 0.13633 0.42795
31 C 5.70611 1.47876 1.29182
32 C 7.21363 1.63016 1.65988
33 C 7.49666 2.89142 2.47305
34 C 7.00576 4.05826 1.60240
35 C 5.55482 4.00925 1.12253
36 N 5.20951 2.65126 0.55393
37 O 3.93550 2.52559 -0.15368
38 C 4.74323 4.47314 2.32163
39 C 5.52742 5.02559 -0.07987
40 C 4.78889 1.17935 2.48480
41 H 5.98093 -0.69897 1.03236
42 H 6.23601 0.22440 -0.47192
43 H 4.62634 -0.21675 0.17981
44 H 7.57054 0.86684 2.35130
45 H 7.86209 1.46989 0.79855
46 H 8.56593 3.07947 2.57004
47 H 7.11555 2.88708 3.49425
48 H 7.69695 3.96914 0.76430
49 H 7.20462 5.04713 2.01554
50 H 3.82844 3.88054 2.33128
51 H 5.34145 4.35442 3.22503
52 H 4.50563 5.52251 2.14715
53 H 5.97883 6.01546 -0.01292
54 H 6.01443 4.60486 -0.95959
55 H 4.48164 5.07741 -0.38282
56 H 5.28533 0.41171 3.07842
57 H 3.74172 0.93289 2.30935
58 H 4.81182 2.03744 3.15655
59 C 4.74531 -4.82750 -5.47391
60 C 4.26179 -3.51247 -4.82459
61 C 2.75229 -3.33352 -5.29041
62 C 1.99216 -2.22388 -4.61447
63 C 2.14448 -2.33000 -3.12785
64 C 3.66668 -2.33632 -2.67570
65 N 4.32150 -3.44140 -3.37171
66 O 5.63497 -3.81722 -2.82806
67 C 4.27613 -0.87720 -2.77856
68 C 3.60354 -2.64236 -1.15766
69 C 5.04865 -2.37368 -5.55409
70 H 4.27990 -4.91446 -6.45571
71 H 4.34890 -5.63036 -4.85233
72 H 5.82938 -4.94089 -5.46884
73 H 2.81768 -3.09065 -6.35099
74 H 2.21340 -4.27598 -5.38779
75 H 0.94080 -2.19192 -4.90034
76 H 2.38456 -1.24878 -4.90309
77 H 1.55024 -3.07563 -2.59961
78 H 1.75556 -1.38020 -2.76081
79 H 3.84646 -0.27064 -3.57579
80 H 4.09089 -0.31459 -1.86355
81 H 5.36584 -0.86536 -2.80041
82 H 2.89074 -2.05434 -0.57950
83 H 3.30225 -3.66891 -0.94908
84 H 4.56610 -2.52258 -0.66045
85 H 6.11232 -2.47340 -5.33783
86 H 4.79390 -1.39062 -5.15812
87 H 4.99945 -2.47045 -6.63867
88 C 3.25181 -6.55215 5.02131
89 C 2.56096 -5.71685 3.96517
90 C 1.18354 -5.39192 4.46759
91 C 0.98735 -4.25086 5.55312
92 C 1.70073 -2.98402 5.16192
93 C 3.15151 -3.25483 4.50298
94 N 3.21270 -4.43181 3.51189
95 O 4.43883 -4.60684 2.69953
96 C 3.66546 -1.91164 3.88648
97 C 4.04726 -3.40799 5.79676
98 C 2.28704 -6.63291 2.77842
99 H 3.23601 -6.14307 6.03151
100 H 4.27612 -6.75592 4.70927
101 H 2.76947 -7.52825 5.07298
102 H 0.56182 -5.06952 3.63235
103 H 0.76422 -6.31983 4.85649
104 H 1.26274 -4.48899 6.58052
105 H -0.02945 -3.88311 5.69093
106 H 1.77469 -2.27685 5.98809
107 H 1.05092 -2.64365 4.35569
108 H 3.26934 -1.66710 2.90089
109 H 3.26881 -1.14181 4.54841
110 H 4.75115 -1.88137 3.79452
111 H 4.23998 -2.43803 6.25516
112 H 3.53186 -3.87146 6.63798
113 H 4.87020 -4.09680 5.60586
114 H 1.88254 -6.08139 1.92972
115 H 1.76943 -7.58136 2.92199
116 H 3.26979 -6.85734 2.36376
117 C 0.95290 0.93450 -1.22091
118 C -0.24153 0.40156 -0.34823
119 C 0.09280 -0.86856 0.40434
120 C 0.95331 -0.53849 1.60069
121 C 0.11360 0.36958 2.53734
122 C -0.38847 1.68079 1.81390
123 N -0.94893 1.40745 0.50233
124 O -1.45404 2.53707 -0.25068
125 C -1.44094 2.36726 2.70114
126 C 0.82840 2.62628 1.82705
127 C -1.26134 -0.27882 -1.35074
128 H 1.08126 1.98617 -0.96479
129 H 0.86301 0.83695 -2.30281
130 H 1.83282 0.35393 -0.94382
131 H -0.75347 -1.43498 0.79307
132 H 0.61120 -1.56402 -0.25573
133 H 1.93204 -0.10309 1.39917
134 H 1.24874 -1.45713 2.10755
135 H 0.64962 0.48235 3.47971
136 H -0.83515 -0.09307 2.80923
137 H -1.81626 3.34168 2.38847
138 H -2.33285 1.74270 2.75145
139 H -1.16278 2.53233 3.74205
140 H 1.64518 2.05868 1.38118
141 H 0.60216 3.45359 1.15438
142 H 1.01135 3.13697 2.77247
143 H -1.68280 0.38202 -2.10821
144 H -2.11073 -0.76784 -0.87377
145 H -0.82005 -1.07687 -1.94779
146 O -4.23221 2.47346 -2.78913
147 S -4.06084 3.64432 -3.67054
148 O -4.53184 3.68271 -5.10599
149 O -4.65581 4.96113 -2.83349
150 C -4.26739 5.16922 -1.46691
151 C -4.82861 6.54199 -1.01761
152 C -2.23549 3.95824 -3.51834
153 H -3.17814 5.13191 -1.45156
154 H -4.64989 4.29165 -0.94571
155 H -4.34680 6.77385 -0.06776
156 H -5.90318 6.45158 -0.85870
157 H -4.52484 7.30916 -1.72983
158 H -2.12334 5.01834 -3.74571
159 H -1.84772 3.32983 -4.32010
160 H -1.83081 3.71999 -2.53468
161 O 0.87164 8.38769 -1.77380
162 S 0.64841 6.97496 -1.43835
163 O -0.73424 6.44557 -1.35647
164 O 1.56464 6.04252 -2.43908
165 C 1.45317 4.65117 -2.34749
166 C 2.26800 4.01777 -3.45190
167 C 1.44371 6.53481 0.17896
168 H 0.41402 4.32213 -2.34645
169 H 1.90985 4.30778 -1.41925
170 H 1.71634 4.03998 -4.39173
171 H 2.43877 2.95000 -3.31475
172 H 3.19141 4.56057 -3.65385
173 H 1.35590 7.44288 0.77546
174 H 2.51067 6.33542 0.07928
175 H 0.91205 5.72598 0.68016
176 O 1.97643 -6.56075 -3.45172
177 S 0.88871 -6.40674 -2.48597
178 O 1.05107 -5.47080 -1.32278
179 O -0.54733 -6.00428 -3.26817
180 C -0.35634 -4.97158 -4.31878
181 C -1.53897 -4.07898 -4.56028
182 C 0.38707 -8.07569 -1.87624
183 H -0.15023 -5.51253 -5.24235
184 H 0.43998 -4.26674 -4.07971
185 H -1.35308 -3.57362 -5.50799
186 H -1.49313 -3.27771 -3.82275
187 H -2.51233 -4.56942 -4.54847
188 H -0.57844 -8.30786 -2.32567
189 H 0.25163 -7.89735 -0.80949
190 H 1.11647 -8.81535 -2.20635
191 O -2.71963 7.25151 6.58874
192 S -3.26147 6.44991 5.49665
193 O -4.61640 6.68377 4.91145
194 O -2.17274 6.49313 4.20130
195 C -2.68492 6.13914 2.92020
196 C -1.60134 6.16230 1.87260
197 C -3.07012 4.71428 5.92830
198 H -3.39513 6.88597 2.56529
199 H -3.02512 5.11485 3.07250
200 H -1.20003 7.14896 1.64120
201 H -2.09815 5.91235 0.93515
202 H -0.82447 5.41732 2.04457
203 H -3.42808 4.72953 6.95774
204 H -1.99801 4.51824 5.94387
205 H -3.66160 4.07261 5.27524
206 O -0.96243 -4.48246 1.41097
207 S -2.11377 -5.36643 1.05478
208 O -1.92197 -6.80342 0.98301
209 O -3.41146 -5.03178 1.97282
210 C -3.58586 -3.69565 2.35451
211 C -5.04638 -3.42364 2.02145
212 C -2.67495 -4.77072 -0.61840
213 H -2.85454 -3.02094 1.90952
214 H -3.32108 -3.57844 3.40533
215 H -5.27179 -3.31767 0.96028
216 H -5.33639 -2.47738 2.47817
217 H -5.78387 -4.17205 2.31142
218 H -3.72551 -5.05695 -0.66849
219 H -2.07799 -5.20446 -1.42065
220 H -2.65279 -3.68606 -0.72389
221 O -5.26029 0.54684 2.85173
222 S -4.90958 0.15159 1.47567
223 O -3.66641 -0.56292 1.11950
224 O -6.23858 -0.78348 0.88216
225 C -7.54077 -0.71371 1.50268
226 C -8.24411 -2.06799 1.20875
227 C -5.08944 1.63443 0.39013
228 H -8.12832 0.09846 1.07459
229 H -7.29579 -0.49422 2.54186
230 H -7.90803 -2.90901 1.81524
231 H -8.25231 -2.35611 0.15755
232 H -9.32489 -2.02414 1.34330
233 H -4.29616 2.37024 0.52199
234 H -6.03401 2.13821 0.59531
235 H -4.96011 1.35137 -0.65449
236 O 0.28929 2.43890 5.64864
237 S 1.09174 1.58210 6.57458
238 O 0.95476 0.16647 6.57858
239 O 2.69421 1.97782 6.50911
240 C 2.98405 3.35121 6.23421
241 C 4.49784 3.47715 5.96661
242 C 0.64541 2.21390 8.25301
243 H 2.63838 3.89975 7.11040
244 H 2.43693 3.60230 5.32552
245 H 4.76104 4.41832 5.48387
246 H 4.90737 2.76818 5.24707
247 H 5.12317 3.41965 6.85753
248 H 0.49036 3.29077 8.18664
249 H 1.39645 1.90150 8.97858
250 H -0.31449 1.74301 8.46502
251 O -3.68521 0.71389 8.88114
252 S -4.01980 0.62720 7.45928
253 O -4.40600 1.77323 6.65084
254 O -2.82391 -0.21341 6.63215
255 C -2.97874 -0.42276 5.23363
256 C -1.83354 -1.37551 4.83607
257 C -5.32782 -0.77429 7.33728
258 H -2.90248 0.49260 4.64677
259 H -3.86164 -0.96988 4.90309
260 H -1.80932 -2.31829 5.38258
261 H -0.86550 -0.89813 4.98809
262 H -1.92696 -1.67878 3.79328
263 H -5.68286 -0.85844 6.31016
264 H -6.15018 -0.60402 8.03213
265 H -4.99652 -1.73277 7.73687
266 O -4.18986 -3.24377 -2.57623
267 S -4.58674 -2.40535 -3.74271
268 O -3.90005 -2.45367 -5.07935
269 O -6.21056 -2.67047 -4.04441
270 C -7.05394 -3.00076 -2.89817
271 C -7.79708 -4.29042 -3.26589
272 C -4.71418 -0.62165 -3.21894
273 H -7.74034 -2.16517 -2.76128
274 H -6.50579 -3.06103 -1.95796
275 H -7.94281 -4.28759 -4.34610
276 H -8.76548 -4.43319 -2.78641
277 H -7.12312 -5.11421 -3.03083
278 H -3.71201 -0.24209 -3.01972
279 H -5.39333 -0.44993 -2.38385
280 H -5.15643 -0.11599 -4.07732

Forces on atoms 1 to 6 (eV/Å):
C -0.6 0.3 -1.0
C 0.7 1.1 1.2
C -0.5 -1.8 0.3
C 1.3 0.0 1.1
C -0.6 0.0 -0.4
C -2.8 0.2 -0.7

Atomic partial charges in e from the Mulliken method, atoms 1 to 5:
1. C -1.8099
2. C 1.4933
3. C -1.1990
4. C 1.9859
5. C -1.6252

=====

Here are the calculated relative energy (zero: lowest compared OMol25 entry of this formula, charge and spin) numbers, same order: 60.5, 0.0, 126.8 (kJ/mol).